Entry 1:
Molecular formula: C24H29BaN4Si
Method: DFT, ωB97M-V/def2-TZVPD

The geometry in XYZ format:
```
59
Properties=species:S:1:pos:R:3:forces:R:3:lowdin_charge:R:1
Ba -0.2063 -0.9097 0.5867 -0.8 -0.1 0.6 1.82
C -0.4006 2.1219 -1.8252 -0.2 0.4 -1.0 -0.20
C -1.2593 1.0730 -2.5363 0.2 0.3 -0.9 -0.09
C -2.4337 0.7396 -1.6483 -0.5 -1.4 -0.4 -0.30
C -3.5107 1.5649 -1.5273 -0.3 0.5 0.2 -0.02
C -4.6235 1.1836 -0.8171 -1.6 1.0 0.8 -0.06
C -4.6831 0.0171 -0.0936 1.5 -1.2 -0.3 -0.05
C -3.4967 -0.7401 -0.1752 -0.9 -0.3 -0.4 -0.18
N -2.4799 -0.4343 -0.9907 0.7 -0.2 0.4 -0.04
N 0.3665 1.6022 -0.7335 0.4 -0.7 1.3 -0.26
C 1.7472 1.3099 -1.1838 -0.9 -0.7 0.1 -0.13
C 2.6605 0.8638 -0.0750 -0.6 -0.7 0.5 -0.32
C 3.9438 1.2802 -0.0936 -0.4 -0.6 -0.4 -0.02
C 4.7608 0.8411 0.9154 1.7 1.2 0.1 -0.05
C 4.3742 0.1060 1.9976 -2.5 -1.1 -0.6 0.01
C 3.0231 -0.3563 1.9120 1.1 1.0 -0.2 -0.09
N 2.2318 0.0515 0.9109 -0.3 -0.1 -0.1 -0.08
C 0.2576 2.5433 0.3908 1.3 1.2 0.7 -0.14
C -1.0875 2.6928 1.0654 0.4 -0.3 -0.7 -0.33
C -1.5427 3.9152 1.4497 0.1 2.3 -0.8 -0.02
C -2.7819 4.0637 2.0272 0.2 -0.4 -0.8 -0.02
C -3.5529 2.9284 2.2584 -0.6 1.4 1.4 -0.05
C -2.9630 1.7362 2.0185 1.5 -2.0 -0.8 -0.12
N -1.7621 1.6205 1.3747 -1.0 -1.6 0.7 0.06
H -1.0934 2.8074 -1.3547 -0.2 0.5 -0.5 0.11
H 0.2752 2.6860 -2.5119 -0.6 -0.2 0.2 0.15
H -0.7122 0.1753 -2.8001 0.3 -0.4 0.4 0.11
H -1.5156 1.4445 -3.5692 -0.4 -0.1 1.2 0.15
H -3.4942 2.5355 -1.9459 0.0 0.8 -0.6 0.12
H -5.4662 1.8815 -0.7340 0.3 -0.3 -0.3 0.13
H -5.5329 -0.3756 0.4719 0.3 0.5 -0.2 0.13
H -3.4423 -1.6922 0.3889 0.2 0.5 -0.4 0.12
H 2.1828 2.2350 -1.5600 0.1 0.0 -0.5 0.12
H 1.6785 0.5232 -2.0190 0.2 1.2 1.0 0.16
H 4.2771 1.8224 -0.9510 0.6 0.5 -0.1 0.12
H 5.7343 1.2482 0.7902 1.1 -0.1 0.5 0.11
H 4.9786 -0.2072 2.8225 0.5 0.1 0.1 0.11
H 2.5590 -1.0287 2.6378 0.2 0.2 -0.2 0.06
H 0.6381 3.5623 0.0947 -0.5 -0.7 0.1 0.15
H 0.8836 2.3132 1.2693 0.4 -0.5 -0.6 0.14
H -0.9923 4.8124 1.1226 -0.2 -0.5 0.5 0.13
H -3.1169 5.0688 2.1369 -0.5 0.4 0.5 0.11
H -4.5051 3.0386 2.7850 0.2 -0.3 -0.4 0.12
H -3.3668 0.7480 2.2875 -0.2 0.8 0.0 0.12
C 0.9423 -2.9877 -1.4865 -1.1 -0.6 0.0 -0.27
Si 1.4362 -4.1480 -0.1036 0.6 0.5 1.3 0.40
C 0.6554 -5.8239 -0.2057 0.2 0.5 2.3 -0.18
C 3.3336 -4.3563 -0.2990 -2.2 -1.8 0.5 -0.14
C 0.9857 -3.2763 1.5137 0.5 -0.5 -0.2 -0.50
C 0.9014 -2.6083 2.5684 -0.3 -0.4 -1.0 -0.28
H 0.9933 -3.6667 -2.3522 0.5 0.8 -0.2 0.06
H 1.5408 -2.0784 -1.4957 0.3 -0.1 -0.6 0.00
H -0.1268 -2.7287 -1.4597 0.0 0.0 -0.1 -0.02
H 1.0604 -6.4654 -0.9396 0.2 -0.6 -1.1 0.02
H -0.4204 -5.9343 -0.0627 0.1 0.1 -0.2 0.04
H 1.1222 -6.1644 0.7631 -0.5 -0.2 -0.6 0.06
H 3.5985 -3.9685 -1.2317 0.6 0.2 -1.8 0.00
H 3.5949 -5.4287 -0.1841 0.1 0.7 -0.2 0.05
H 3.8314 -3.7772 0.4065 0.9 0.9 1.5 0.00
```
Positions in Å, forces in eV/Å.

Values from the calculation:
orbital gap	8.700	eV
LUMO energy	-2.4	eV
molecular weight	538.9	g/mol
total charge	+1

Entry 2:
Molecular formula: H10NO3
Method: DFT, ωB97M-V/def2-TZVPD

The geometry in XYZ format:
```
14
Properties=species:S:1:pos:R:3:forces:R:3:lowdin_charge:R:1
N 0.3411 -0.6790 0.3276 -0.1 0.2 0.0 0.28
H 0.4804 -0.6577 1.3594 -0.4 0.0 0.0 0.08
H 0.7234 0.1762 -0.0748 0.5 -0.1 -0.2 0.12
H -0.6409 -0.6394 0.0010 0.2 -0.5 0.2 0.12
H 0.7827 -1.5099 -0.0837 -0.2 0.4 0.0 0.15
H 0.9262 -0.9575 3.7482 -0.2 0.1 0.2 0.08
H -0.3279 -0.0274 3.5866 0.1 -0.1 0.3 0.07
O 0.3994 -0.4506 3.1211 0.1 -0.1 -0.5 -0.03
H -1.6406 -1.4881 -2.3558 0.0 0.0 0.0 0.07
H -0.8705 -0.1613 -2.4978 -0.1 0.1 0.1 0.05
O -1.1277 -0.8403 -1.8608 0.0 0.0 -0.2 -0.05
H 0.1093 2.6354 -1.0061 0.0 0.4 -0.4 0.05
H 0.5578 2.5510 -2.5182 0.0 0.4 0.2 0.06
O 0.2875 2.0485 -1.7467 -0.1 -0.9 0.4 -0.05
```
Positions in Å, forces in eV/Å.

Values from the calculation:
orbital gap	12.390	eV
LUMO energy	-3.2	eV
molecular weight	72.1	g/mol
total charge	+1
ΔE to the lowest compared entry with this formula, charge and spin	8.8	kcal per mole

Entry 3:
Molecular formula: C36H30Br2NOPtSb2
Method: DFT, ωB97M-V/def2-TZVPD

The geometry in XYZ format:
```
73
Properties=species:S:1:pos:R:3:forces:R:3:lowdin_charge:R:1
Pt 0.2688 0.3453 0.5134 0.0 0.2 0.0 0.67
Br -4.5947 0.9162 1.6027 0.1 0.1 0.1 1.02
C -3.2871 2.0610 2.2146 -0.4 0.0 0.1 -0.54
C -3.5928 3.1500 2.9911 -0.2 -0.2 -0.1 -0.12
C -2.5912 4.0206 3.4399 0.1 0.2 0.1 -0.54
Br -3.1035 5.4546 4.4615 0.0 -0.1 -0.1 1.08
C -1.2058 3.7999 3.1166 0.1 0.0 0.0 -0.16
C -0.1505 4.6182 3.5269 -0.1 0.1 0.0 0.04
C 1.1376 4.2937 3.1414 0.1 0.0 0.0 0.03
C 1.3495 3.1635 2.3646 0.1 0.0 0.1 -0.04
N 0.3574 2.3587 1.9712 0.0 0.1 0.0 0.06
C -0.8792 2.6808 2.3311 0.1 0.3 0.1 -0.16
C -1.9094 1.7948 1.8492 0.1 -0.6 -0.3 -0.33
O -1.6245 0.8124 1.1223 0.2 0.4 0.0 -0.18
H -4.6219 3.3499 3.2583 0.0 0.0 0.0 0.12
H -0.3332 5.4956 4.1334 0.0 0.0 0.0 0.11
H 1.9738 4.9099 3.4408 0.0 0.0 0.0 0.14
H 2.3464 2.8827 2.0493 0.0 0.0 0.0 0.13
C 1.8873 -0.4301 -2.5219 -0.1 0.0 0.1 -0.30
C 1.7002 -1.6098 -1.5598 -0.1 0.3 0.0 -0.34
C 1.9407 -1.1602 -0.1203 -0.2 -0.3 0.1 -0.47
Sb 0.7736 -1.9210 1.5085 0.0 -0.4 0.1 1.58
C 2.1372 -2.5084 2.9826 -0.1 0.0 -0.1 -0.40
C 3.2251 -3.2619 2.5452 0.1 0.0 0.1 -0.13
C 4.1371 -3.7210 3.4848 0.0 0.0 0.0 -0.04
C 3.9581 -3.4251 4.8297 0.0 0.0 0.0 -0.03
C 2.8682 -2.6737 5.2508 0.0 0.0 0.0 -0.05
C 1.9447 -2.2080 4.3267 0.0 0.0 0.0 -0.12
C -0.4508 -3.4669 0.8551 0.1 0.0 0.0 -0.39
C -0.2441 -4.7473 1.3616 0.0 0.0 0.0 -0.10
C -1.0225 -5.7881 0.8770 0.0 0.0 0.0 -0.04
C -1.9896 -5.5412 -0.0893 0.0 0.0 0.0 -0.03
C -2.1959 -4.2558 -0.5763 0.0 0.0 0.0 -0.05
C -1.4285 -3.2037 -0.1015 0.0 0.0 0.0 -0.13
Sb 0.3325 0.9699 -2.0453 -0.2 -0.2 -0.1 1.57
C 0.7035 2.7781 -3.0155 0.0 0.0 0.0 -0.39
C 2.0115 3.2481 -3.1457 -0.1 -0.1 0.0 -0.12
C 2.2441 4.3818 -3.9050 -0.1 0.1 0.0 -0.05
C 1.1794 5.0408 -4.5124 0.0 0.0 0.0 -0.03
C -0.1223 4.5743 -4.3664 0.1 0.1 0.0 -0.05
C -0.3713 3.4407 -3.6101 0.1 -0.1 0.1 -0.12
C -1.4098 0.1283 -2.8606 0.1 0.1 0.0 -0.39
C -2.5725 -0.0187 -2.1094 0.0 0.0 0.0 -0.15
C -3.6913 -0.5973 -2.6913 0.0 0.0 0.0 -0.06
C -3.6458 -1.0270 -4.0115 0.0 0.0 0.0 -0.04
C -2.4847 -0.8765 -4.7587 0.0 0.0 0.0 -0.04
C -1.3616 -0.2957 -4.1871 0.0 0.0 0.0 -0.11
H 1.8061 -0.6985 -3.5747 -0.1 -0.1 0.0 0.08
H 2.8534 0.0556 -2.3734 0.0 0.0 0.0 0.07
H 2.3779 -2.4312 -1.8011 0.1 0.1 0.0 0.13
H 0.6894 -2.0158 -1.6564 0.0 0.0 -0.1 0.09
H 1.9003 0.0632 -0.0680 0.1 0.0 0.0 -0.01
H 2.9788 -1.1900 0.2181 0.0 0.2 0.0 0.09
H 3.3674 -3.5107 1.4993 0.0 0.0 0.0 0.11
H 4.9835 -4.3136 3.1640 0.0 0.0 0.0 0.12
H 4.6726 -3.7875 5.5568 0.0 0.0 0.0 0.13
H 2.7337 -2.4536 6.3013 0.0 0.0 0.0 0.12
H 1.0913 -1.6317 4.6616 0.0 0.0 0.0 0.10
H 0.5052 -4.9390 2.1211 0.0 0.0 0.0 0.11
H -0.8752 -6.7908 1.2550 0.0 0.0 0.0 0.13
H -2.5931 -6.3584 -0.4620 0.0 0.0 0.0 0.13
H -2.9583 -4.0729 -1.3223 0.0 0.0 0.0 0.12
H -1.5990 -2.1967 -0.4698 0.0 0.0 0.0 0.07
H 2.8461 2.7385 -2.6780 0.0 0.0 0.0 0.10
H 3.2536 4.7496 -4.0293 0.0 0.0 0.0 0.12
H 1.3675 5.9245 -5.1076 0.0 0.0 0.0 0.12
H -0.9423 5.0907 -4.8468 0.0 0.0 0.0 0.12
H -1.3851 3.0708 -3.5088 0.0 0.0 0.0 0.10
H -2.6191 0.3155 -1.0803 0.0 0.0 0.0 0.06
H -4.6031 -0.7055 -2.1182 0.0 0.0 0.0 0.11
H -4.5218 -1.4731 -4.4637 0.0 0.0 0.0 0.12
H -2.4533 -1.2028 -5.7896 0.0 0.0 0.0 0.12
H -0.4686 -0.1691 -4.7894 0.0 0.0 0.0 0.11
```
Positions in Å, forces in eV/Å.

Values from the calculation:
orbital gap (alpha / beta)	3.803 / 3.801	eV
LUMO energy (alpha / beta)	-11.9 / -11.9	eV
molecular weight	1091.0	g/mol
total charge	+3
ΔE to the lowest compared entry with this formula, charge and spin	0.0	kcal per mole

Entry 4:
Molecular formula: C15H18AgClN4O6P
Method: DFT, ωB97M-V/def2-TZVPD

The geometry in XYZ format:
```
46
Properties=species:S:1:pos:R:3:forces:R:3:lowdin_charge:R:1
Ag 0.2658 -0.1214 2.0590 -0.1 -0.4 0.1 0.67
O 3.1913 5.7881 -0.6348 -0.1 0.1 0.0 -0.06
C 3.2765 4.5977 -0.9836 -0.1 0.0 0.0 -0.73
O 3.8919 4.0888 -1.9448 0.1 -0.1 -0.1 -0.07
C 2.5225 3.5679 -0.1304 0.1 -0.1 0.0 -0.13
C 3.2542 2.4490 0.3925 0.0 -0.1 0.0 -0.06
C 2.5989 1.5660 1.1737 0.0 0.0 -0.1 -0.22
N 1.2658 1.6288 1.4932 0.2 0.3 -0.1 -0.10
C 0.4655 2.5982 0.8502 0.1 0.0 0.1 -0.40
C 1.2043 3.6541 0.1245 -0.1 0.1 0.0 0.03
C -1.4907 1.1829 0.0993 -0.5 0.5 -0.1 -0.81
O -2.2287 0.7477 -0.8246 0.1 -0.3 -0.1 -0.06
O -1.7034 0.9220 1.3286 0.0 -0.3 0.3 -0.13
H 4.3069 2.3385 0.1784 0.0 0.0 0.0 0.10
H 3.1305 0.7364 1.6313 0.0 0.0 0.0 0.07
H 0.6262 4.5045 -0.2117 0.0 0.0 0.0 0.13
Cl 1.1512 3.8740 3.8607 0.0 0.0 0.0 0.57
C -0.3643 3.1295 3.2860 -0.1 -0.1 0.0 -0.51
C -0.5589 3.2660 1.7819 -0.1 0.0 -0.1 -0.41
O -1.4644 3.9481 1.3707 0.1 0.0 0.0 0.11
O -0.4531 1.9312 -0.2570 0.2 -0.2 -0.2 0.03
H -1.1923 3.6411 3.7681 0.0 0.0 0.0 0.07
H -0.3421 2.0796 3.5725 0.0 0.1 0.0 0.04
C -1.9947 -3.9156 -1.1732 -0.1 0.0 0.0 -0.14
N -2.2842 -2.4327 -1.0809 0.0 0.0 0.0 -0.06
C -1.4521 -1.7052 -2.1735 -0.1 0.1 0.0 -0.09
N -0.0773 -2.0235 -2.0348 0.0 0.0 0.1 -0.14
C 0.1401 -3.4561 -2.0782 0.0 0.0 -0.1 -0.17
N -0.5984 -4.1787 -1.0372 0.0 0.0 0.1 -0.15
C -0.0724 -3.8796 0.3071 0.0 -0.1 -0.1 -0.31
P -0.2197 -2.0768 0.7310 0.1 0.3 0.1 0.95
C -2.0041 -1.9373 0.3120 -0.1 0.0 -0.1 -0.26
C 0.4996 -1.3985 -0.8386 0.0 0.0 -0.1 -0.27
H -2.3371 -4.2454 -2.1559 0.0 0.0 0.0 0.14
H -2.5690 -4.4124 -0.3898 0.0 0.0 0.0 0.14
H -3.2640 -2.2375 -1.2854 0.0 0.0 0.0 0.18
H -1.6479 -0.6361 -2.0227 0.0 0.0 0.0 0.12
H -1.8488 -2.0853 -3.1175 0.0 0.0 0.0 0.14
H 1.2031 -3.6649 -1.9641 0.0 0.0 0.0 0.13
H -0.1907 -3.8332 -3.0493 0.0 0.0 0.0 0.13
H 0.9717 -4.1946 0.3407 0.0 0.0 0.0 0.09
H -0.6143 -4.4792 1.0431 0.0 0.0 0.0 0.09
H -2.3209 -0.8896 0.3799 0.0 0.0 0.0 0.06
H -2.5906 -2.5575 0.9954 0.0 0.0 0.0 0.10
H 1.5792 -1.5620 -0.8257 0.0 0.0 0.0 0.10
H 0.3389 -0.3170 -0.8661 0.0 0.0 0.0 0.09
```
Positions in Å, forces in eV/Å.

Values from the calculation:
orbital gap	4.487	eV
LUMO energy	1.1	eV
molecular weight	524.6	g/mol
total charge	-1
ΔE to the lowest compared entry with this formula, charge and spin	79.2	kcal per mole

Entry 5:
Molecular formula: C3H6ClFN2O
Method: DFT, ωB97M-V/def2-TZVPD

The geometry in XYZ format:
```
14
Properties=species:S:1:pos:R:3:forces:R:3:lowdin_charge:R:1
C -2.2836 -0.3967 -1.6791 1.0 1.9 4.2 -0.09
C 0.5533 -0.8404 -0.2130 5.4 -2.7 0.6 -0.45
C 0.5433 -0.1104 1.1006 -1.4 0.8 -0.5 -0.73
H -2.4991 -0.9225 -2.6250 0.0 0.8 0.2 0.05
H -2.9914 0.5216 -1.2122 1.2 -2.9 -2.0 0.13
H -2.2766 -1.2216 -0.8124 0.1 1.9 -1.9 0.09
H -0.9676 1.1802 -2.3525 1.0 -2.0 1.5 0.13
H 0.1496 -1.4488 -1.9854 1.1 4.3 1.0 0.25
H 1.1466 -0.6466 1.7579 1.5 -0.6 0.8 0.09
N -0.9249 0.4299 -1.5801 -2.1 0.1 -0.9 -0.17
N 0.2983 -0.2971 -1.4566 -2.9 -5.1 -2.4 0.00
O 1.2688 -1.9091 -0.0985 -3.3 3.2 -1.1 0.01
F -0.6937 -0.2242 1.5919 -2.4 -0.4 0.8 -0.03
Cl 0.8847 1.5873 1.1586 0.8 0.8 -0.5 0.71
```
Positions in Å, forces in eV/Å.

Values from the calculation:
orbital gap	10.251	eV
LUMO energy	0.4	eV
molecular weight	140.5	g/mol
ΔE to the lowest compared entry with this formula, charge and spin	74.4	kcal per mole

Entry 6:
Molecular formula: C5H11NO
Method: DFT, ωB97M-V/def2-TZVPD

The geometry in XYZ format:
```
18
Properties=species:S:1:pos:R:3:forces:R:3:lowdin_charge:R:1
C -2.2061 0.3075 -0.2668 0.0 0.1 0.1 -0.11
C -1.2922 -0.7835 0.2881 -0.1 -0.1 -0.1 -0.29
N -0.1222 -0.3986 1.0717 -0.1 0.4 0.3 -0.05
C -0.0868 0.6962 1.7009 0.0 -0.2 -0.1 -0.07
C 1.4159 0.4061 -1.0249 -0.1 0.0 -0.2 -0.35
O 0.5699 0.3324 -1.8870 0.4 0.1 0.3 0.02
C 2.4254 -0.6672 -0.7349 0.0 -0.1 -0.1 -0.06
H -3.0193 -0.1732 -0.8213 0.1 0.1 0.1 0.07
H -1.6584 0.9469 -0.9673 -0.1 -0.1 0.2 0.06
H -2.6651 0.9305 0.5079 0.1 -0.1 -0.1 0.06
H -0.9108 -1.3716 -0.5543 -0.1 0.1 0.2 0.10
H -1.8568 -1.4782 0.9216 0.0 0.0 -0.1 0.11
H -0.8980 1.4320 1.7336 0.0 -0.1 -0.1 0.08
H 0.8251 0.9466 2.2511 -0.2 -0.1 0.0 0.07
H 1.4820 1.3086 -0.3826 0.1 0.0 -0.2 0.11
H 2.3393 -1.4564 -1.4842 0.1 0.1 0.1 0.08
H 2.2287 -1.0794 0.2611 0.0 0.1 -0.2 0.07
H 3.4330 -0.2385 -0.7380 -0.1 -0.1 0.0 0.08
```
Positions in Å, forces in eV/Å.

Values from the calculation:
orbital gap	10.719	eV
LUMO energy	1.1	eV
molecular weight	101.1	g/mol
SMILES	C=NCC.CC=O
ΔE to the lowest compared entry with this formula, charge and spin	46.9	kcal per mole

- Which of these has the lowest molecular weight?
  H10NO3